Computed, not measured: C6H3FO8Rh as an isolated structure at a distorted geometry, with the ωB97M-V functional and the def2-TZVPD basis.

Values from the calculation:
**Net charge**: +1
**DFT total energy**: -28360.702 eV
**2S+1**: 5
**Orbital gap (alpha / beta)**: 8.9258 / 5.7679 eV
**Energy above the lowest of the compared OMol25 structures with the same formula, charge and spin**: 0.0 kJ/mol

Geometry as XYZ:
```
19
Properties=species:S:1:pos:R:3:forces:R:3
C -1.786243 -1.632083 0.080555 -1.2 -5.5 4.4
C -1.233029 -0.800298 -0.840266 -0.1 1.8 -2.1
O -1.996666 0.161034 -1.464830 1.1 -0.7 0.0
C -3.199702 -0.239647 -2.034487 0.3 -0.9 0.7
O -3.190671 -1.370964 -2.571573 -1.0 1.8 0.0
O -4.148103 0.521906 -1.824401 0.2 -1.0 -1.0
O -1.226783 -2.063069 1.165670 -6.4 1.0 -5.0
F -2.900420 -2.387108 -0.131908 0.6 2.1 -0.1
H -0.244338 -1.053096 -1.225074 0.0 0.7 0.3
O 1.750499 -0.783217 1.726865 3.8 3.5 -0.3
C 2.036985 0.318588 1.289762 0.9 -0.2 0.6
C 1.458963 1.089279 0.171098 -2.7 0.2 -0.7
O 2.201170 2.302231 0.209761 -1.4 -0.2 -0.9
C 3.164755 2.231688 1.109888 2.4 0.9 -0.1
O 4.088201 2.958960 1.251012 -1.4 -0.6 0.2
O 3.039596 1.026637 1.804304 -0.6 -0.9 0.4
Rh 0.406302 -2.044006 1.825325 2.4 -2.8 2.7
H 0.281871 1.188097 0.266677 2.3 0.4 0.4
H 1.497612 0.575067 -0.808378 0.8 0.3 0.4
```
Forces are in eV/Å.

In the natural (NBO) picture, each atom carries the following charge in e: 0.695 0.084 -0.479 0.909 -0.325 -0.283 -0.564 -0.268 0.229 -0.626 0.809 -0.214 -0.441 0.958 -0.454 -0.430 0.891 0.257 0.253